1.
# C55H42ClKNO3P2S

A molecular structure, C55H42ClKNO3P2S (ωB97M-V with the def2-TZVPD basis set, the Open Molecules 2025 dataset).

Summary:
E in a.u.: -4542.63567
Frontier orbital gap in eV: 5.89
Net charge: -1
Strongest force on any atom in Eh/bohr: 0.0080

```
106
Properties=species:S:1:pos:R:3:lowdin_charge:R:1
C -0.808 1.851 -4.309 -0.11
C 1.297 3.767 -1.394 -0.26
C 4.274 3.232 -3.488 -0.69
C 2.138 -3.702 1.899 -0.36
C 2.216 3.005 -2.212 -0.13
H 4.910 -0.581 4.186 0.10
H 4.836 -5.753 1.797 0.10
C 3.237 -3.792 4.044 -0.08
H -0.579 -0.027 3.198 0.08
C 3.085 -4.586 1.390 -0.08
H -2.243 -1.215 -4.440 0.10
H 4.277 1.483 4.915 0.10
C 1.026 -4.619 -3.400 -0.09
C 0.794 -5.482 -2.334 -0.09
C 1.223 -2.777 -1.867 -0.09
C 4.151 1.901 -3.931 -0.12
C -0.706 -3.525 1.490 -0.33
C 3.207 1.351 5.023 -0.06
C -3.095 -3.108 1.719 -0.08
H -3.452 -3.770 -0.725 0.10
H 0.422 2.705 -5.833 0.11
C 5.304 -1.089 2.149 -0.13
C -1.682 -0.341 -4.745 -0.08
H 0.650 2.218 7.059 0.09
C 4.539 -0.541 3.165 -0.09
C -2.039 -4.783 3.069 -0.07
H -0.591 0.964 5.334 0.10
H 0.074 -5.021 2.812 0.10
H -5.269 3.792 0.135 0.10
C -4.734 -3.034 -2.267 -0.07
P 0.900 -2.860 0.863 1.12
C -5.366 4.134 -1.983 -0.10
C -4.866 3.771 -3.225 -0.09
H 0.626 -6.537 -2.516 0.10
C -0.185 1.856 -5.543 -0.07
Cl 5.634 4.197 -4.025 0.59
C -4.893 3.504 -0.839 -0.09
C 2.238 -3.288 3.229 -0.10
H -5.274 -3.968 -2.356 0.10
C 0.486 1.081 5.253 -0.06
C 2.537 0.633 4.034 -0.13
C -1.877 -2.873 1.095 -0.38
C 2.726 0.039 1.598 -0.15
H 6.265 -1.541 2.369 0.09
H 4.965 -5.061 4.167 0.10
C 3.332 3.755 -2.659 -0.09
K 0.441 1.052 0.165 0.69
H -5.887 -2.017 -3.768 0.10
C 3.288 0.029 2.894 -0.25
H -5.224 4.265 -4.120 0.10
H 5.403 -1.468 0.034 0.09
H -4.568 0.055 -3.619 0.11
H 1.374 -1.715 -1.698 0.08
S -1.640 -1.518 -0.050 0.91
H 3.427 4.784 -2.328 0.10
H 1.036 -5.003 -4.413 0.10
C -3.427 2.138 -2.185 -0.36
H 0.205 0.749 -7.342 0.10
H 3.045 -4.884 0.350 0.09
C -3.707 -2.923 -1.343 -0.08
C -1.579 0.758 -3.901 -0.37
C 4.168 -4.688 3.535 -0.10
C 0.993 -3.635 -0.793 -0.37
H 3.216 -0.513 -0.433 0.06
C 1.236 -3.268 -3.167 -0.07
C -4.335 -0.778 -2.967 -0.09
H -6.114 4.913 -1.905 0.10
H 0.876 -0.275 2.313 -0.03
C 1.136 0.510 4.156 -0.27
O 1.133 0.853 -2.289 -0.17
N 0.409 -0.231 3.230 0.09
H 1.550 -2.538 3.608 0.10
H 1.400 -2.586 -3.991 0.10
H 2.986 0.120 -3.853 0.11
P -2.148 0.826 -2.170 1.13
C 3.562 -0.504 0.605 -0.18
C -0.817 -4.504 2.479 -0.07
H 3.310 -3.453 5.070 0.11
H -1.123 -1.210 -6.624 0.10
H -2.097 -5.541 3.841 0.10
H 3.122 2.476 6.851 0.08
H -3.965 -2.529 1.438 0.12
C -3.924 2.520 -0.938 -0.09
C -0.301 0.755 -6.385 -0.09
H 0.575 -5.659 -0.207 0.11
C 4.814 -1.057 0.849 -0.13
O 0.235 3.437 -0.881 -0.09
H 1.636 4.816 -1.254 0.12
C -3.903 2.775 -3.327 -0.09
C -3.266 -0.655 -2.079 -0.34
C 4.096 -5.077 2.207 -0.09
C -1.044 -0.341 -5.982 -0.09
C -3.010 -1.724 -1.214 -0.33
C 2.559 1.921 6.111 -0.13
H -3.538 2.039 -0.045 0.10
H 4.901 1.488 -4.594 0.10
H -3.512 2.500 -4.299 0.10
C 1.184 1.780 6.224 -0.13
C -3.179 -4.074 2.706 -0.08
C 3.095 1.146 -3.522 -0.01
H -0.663 2.683 -3.628 0.11
O -1.879 -0.276 0.755 -0.58
H -4.124 -4.265 3.198 0.10
C -5.072 -1.947 -3.059 -0.07
C 2.066 1.627 -2.625 -0.41
C 0.771 -4.990 -1.038 -0.10
```

=====

2.
# C55H43N4O2P2SiTi

A molecular structure, C55H43N4O2P2SiTi (ωB97M-V with the def2-TZVPD basis set, the Open Molecules 2025 dataset).

Summary:
E in a.u.: -4313.07091
Frontier orbital gap (spin up / spin down) in eV: 4.83 / 6.96
Net charge: -1
Strongest force on any atom in Eh/bohr: 0.0242
2S+1: 3
⟨S²⟩: 2.03

```
108
Properties=species:S:1:pos:R:3:lowdin_charge:R:1
H 5.400 0.493 0.166 0.09
C -0.631 1.254 3.374 -0.08
C -3.939 -2.728 -2.990 -0.09
H -3.090 0.109 1.880 0.02
C 1.862 2.367 -3.969 -0.07
C 3.750 -3.087 3.874 -0.08
C 4.424 -2.048 4.492 -0.09
C -1.400 -1.682 -2.573 -0.37
H 4.031 -4.818 -4.188 0.09
C 0.008 2.408 0.213 -0.47
H 2.694 3.010 -3.717 0.10
H -1.431 -5.524 4.184 0.10
N 1.450 -2.561 0.107 -0.05
H -0.239 1.641 2.443 0.08
H -4.936 -3.124 -3.146 0.10
C 4.064 3.582 -0.201 -0.12
H 1.249 3.524 -5.671 0.10
H -2.162 3.733 0.842 0.11
N 0.974 1.478 0.002 -0.02
C -2.370 3.081 0.006 -0.01
C -3.284 -0.371 0.919 -0.20
C 3.447 -3.952 0.256 -0.04
C 2.593 -0.574 4.003 -0.08
C 1.011 -3.457 -3.470 -0.10
H -4.079 -1.105 1.072 0.02
O 4.810 -1.513 0.715 0.01
H 2.205 1.092 -2.300 0.08
H 2.156 0.418 4.032 0.11
H 4.767 -2.635 -3.260 0.11
C -1.593 0.289 5.785 -0.09
C 4.660 1.272 0.082 -0.02
C 3.599 -1.486 0.473 -0.47
C -0.633 -3.665 3.477 -0.11
H -0.283 -3.602 -0.394 0.09
H -3.307 -3.879 0.717 0.09
C -1.505 -4.742 3.438 -0.09
P 0.257 -0.958 -2.271 1.07
C 0.515 0.423 -3.458 -0.32
H 3.127 -1.018 -2.470 0.10
C -0.299 0.730 -4.543 -0.10
H 4.376 0.036 5.011 0.10
H -1.967 -0.090 6.727 0.10
H 1.970 4.023 -0.173 0.10
Si -1.691 -1.215 0.280 0.61
H -4.396 3.711 -0.300 0.10
C 1.409 -2.216 -2.984 -0.31
H 5.411 -2.211 4.906 0.10
C 1.340 -4.952 -0.225 -0.08
H -3.383 -2.868 -5.063 0.10
H -3.148 -5.654 2.404 0.09
H -0.827 -1.608 5.167 0.10
C -1.808 -2.063 -3.854 -0.14
C 1.949 -4.384 -3.908 -0.09
H -4.699 2.180 -2.268 0.10
C -1.758 1.632 5.461 -0.10
H 3.203 -6.069 -0.039 0.09
H 4.210 -4.063 3.791 0.10
C -3.074 -2.581 -4.066 -0.09
H 6.082 2.849 -0.193 0.09
C -2.465 -4.813 2.439 -0.09
C -2.252 -1.849 -1.467 -0.28
H -1.159 0.118 -4.772 0.08
N -1.524 1.420 -1.483 0.12
C -1.355 2.242 -0.449 -0.19
H -1.124 -1.965 -4.689 0.10
C 2.726 -5.100 0.010 -0.09
H -2.264 2.297 6.149 0.10
C -2.551 -3.806 1.490 -0.09
C 3.843 -0.787 4.553 -0.08
C -0.949 -0.565 4.906 -0.07
C -3.764 2.227 -1.726 -0.07
H 1.613 -5.346 -4.274 0.10
H -1.378 3.159 3.997 0.10
C 2.323 1.929 0.079 -0.22
C -0.034 1.837 -5.336 -0.09
H 0.715 -5.802 -0.464 0.10
O 0.135 3.429 0.892 0.01
H 4.517 -3.953 0.415 0.12
H -3.651 0.391 0.233 0.00
C -3.591 3.071 -0.639 -0.07
C 1.592 1.263 -3.176 -0.09
C -1.271 2.114 4.257 -0.07
C 3.314 0.924 0.195 -0.21
P 0.377 -1.187 2.477 1.04
C -0.708 -2.667 2.508 -0.36
C 1.897 -1.620 3.393 -0.33
C 2.807 -2.722 0.311 -0.24
C -0.469 -0.090 3.686 -0.33
C -2.701 1.420 -2.101 -0.14
N 2.809 -0.381 0.289 -0.01
H 0.116 -3.617 4.259 0.10
C -3.525 -2.369 -1.716 -0.10
H -0.685 2.064 -6.171 0.10
C -1.676 -2.719 1.493 -0.31
C 3.301 -4.091 -3.856 -0.10
C 3.714 -2.866 -3.346 -0.07
H -2.807 0.729 -2.930 0.10
H -4.221 -2.480 -0.893 0.09
C 5.032 2.596 -0.114 -0.11
C 0.772 -3.714 -0.181 -0.16
C 1.049 2.657 -5.055 -0.10
H 1.999 -3.685 2.800 0.10
C 2.778 -1.945 -2.910 -0.09
H -0.036 -3.727 -3.490 0.09
H 4.346 4.618 -0.346 0.09
C 2.720 3.250 -0.101 -0.04
Ti 0.826 -0.542 0.101 0.43
C 2.495 -2.874 3.319 -0.10
```

=====

3.
# C55H44CdN3OP3S3

A molecular structure, C55H44CdN3OP3S3 (ωB97M-V with the def2-TZVPD basis set, the Open Molecules 2025 dataset).

Summary:
E in a.u.: -4748.26703
Frontier orbital gap in eV: 6.35
Strongest force on any atom in Eh/bohr: 0.0199

```
110
Properties=species:S:1:pos:R:3:lowdin_charge:R:1
H 3.893 -5.471 -3.493 0.11
C 0.887 -6.632 -4.335 -0.09
H -3.624 4.854 1.238 0.10
C 3.512 -5.316 -1.386 -0.07
H -4.294 0.640 0.920 0.07
C -0.122 -4.521 -3.782 -0.26
C -4.116 3.951 1.573 -0.10
C 2.946 -0.952 2.672 -0.07
H 1.783 -1.963 -2.205 0.10
O 0.732 -1.268 -0.177 -0.46
C -1.155 4.767 -1.205 -0.11
H -6.285 2.905 3.960 0.10
H -2.117 -3.988 3.247 0.11
Cd -1.421 -0.215 -0.673 1.31
C 2.274 -2.905 -1.987 -0.09
C -2.186 4.002 4.528 -0.09
H 6.180 -0.128 3.251 0.11
C -1.045 -3.989 3.098 -0.07
H -1.841 7.891 -2.333 0.10
C -0.337 -4.963 -2.485 -0.45
C 4.326 -1.489 0.767 -0.07
C -1.023 5.507 3.059 -0.08
H -2.784 3.828 5.415 0.10
H -1.126 -2.615 1.461 0.03
C -3.861 2.738 0.940 -0.34
H 2.784 -3.860 2.665 0.11
C -0.666 4.437 2.252 -0.09
N -1.264 -2.416 -2.063 -0.28
P 1.630 -2.209 0.568 0.80
H -4.537 4.752 -1.226 0.11
C -3.525 5.126 -1.336 -0.11
C -5.604 2.857 3.118 -0.09
H 2.997 -4.917 0.650 0.10
C 5.439 -0.998 1.436 -0.08
C 0.886 -3.193 1.893 -0.28
C -0.490 -3.222 2.085 -0.15
C 1.901 1.796 0.161 -0.10
C 1.227 2.015 1.360 -0.34
C 1.957 2.427 2.475 -0.10
C 3.274 1.993 0.078 -0.08
H 3.956 -0.054 4.332 0.11
H 6.408 -1.010 0.953 0.10
H -0.703 6.510 2.800 0.10
H 0.664 -4.993 -5.713 0.12
H 3.990 -6.259 -1.150 0.11
C -2.011 6.885 -1.969 -0.10
N -0.818 0.116 -3.105 0.04
C -1.491 -0.732 -5.223 -0.01
H 2.790 -3.322 -4.027 0.11
C -0.936 6.059 -1.677 -0.09
H -0.236 -2.913 -5.069 0.13
C -2.449 4.294 -1.018 -0.35
N -0.522 -3.222 -4.157 0.13
C 1.706 -3.929 2.751 -0.09
H -0.065 4.607 1.367 0.10
C 4.062 -0.466 3.336 -0.08
H 4.435 -1.889 -0.233 0.10
C -0.225 -4.742 3.928 -0.08
H 3.878 2.971 3.261 0.10
H 1.971 -0.912 3.142 0.10
C 3.326 2.640 2.389 -0.10
C 2.839 -3.667 -3.001 -0.08
H 3.787 1.816 -0.861 0.10
P -0.591 1.747 1.478 0.35
C -1.090 -0.900 -3.909 -0.24
H -5.811 0.733 2.867 0.10
S -3.717 1.586 -1.927 0.16
C -5.339 1.638 2.504 -0.08
C 3.459 -4.872 -2.702 -0.08
P -2.729 2.557 -0.488 0.30
H 1.798 -5.274 4.418 0.10
C 2.952 -4.556 -0.370 -0.06
H -0.711 2.145 -2.863 0.08
C -1.274 1.624 -4.889 -0.04
C 0.683 -7.072 -3.039 -0.09
C 3.075 -1.484 1.386 -0.26
H -2.154 1.925 3.959 0.06
C 3.989 2.422 1.189 -0.10
H -4.152 7.052 -2.039 0.10
H 1.446 2.585 3.418 0.11
H 1.338 1.483 -0.707 0.07
H -2.057 6.124 4.837 0.10
C -1.782 5.289 4.202 -0.09
C -1.074 3.140 2.570 -0.35
H 0.078 6.417 -1.815 0.10
C -4.481 1.582 1.417 -0.12
H -0.657 -5.341 4.720 0.10
C -1.186 1.848 -0.146 -0.73
H -0.072 -6.557 -1.088 0.11
C 0.081 -6.227 -2.111 -0.10
H 5.058 2.587 1.120 0.10
C -1.581 0.564 -5.719 -0.04
C 1.153 -4.708 3.758 -0.07
C 5.308 -0.499 2.725 -0.08
S -0.996 0.036 2.433 0.22
C -3.309 6.414 -1.800 -0.08
C -0.919 1.354 -3.575 -0.17
H -1.904 0.736 -6.737 0.11
H -5.184 4.961 3.134 0.10
C 0.494 -5.351 -4.703 -0.03
H 1.362 -7.276 -5.065 0.11
C 2.333 -3.342 -0.663 -0.28
C -4.994 4.010 2.650 -0.09
H -0.324 4.107 -0.977 0.08
H -1.770 -1.580 -5.837 0.11
C -1.838 2.931 3.713 -0.12
C -0.956 -2.255 -3.295 -0.38
S -1.157 -3.934 -1.304 0.99
H -1.344 2.648 -5.230 0.11
H 0.987 -8.066 -2.742 0.11
```

=====

4.
# C55H45N3O3P2S2Zr

A molecular structure, C55H45N3O3P2S2Zr (ωB97M-V with the def2-TZVPD basis set, the Open Molecules 2025 dataset).

Summary:
E in a.u.: -4038.72265
Frontier orbital gap in eV: 7.64
Net charge: +2
Strongest force on any atom in Eh/bohr: 0.0136

```
111
Properties=species:S:1:pos:R:3:lowdin_charge:R:1
H 3.785 -0.542 3.962 0.11
O -1.026 1.375 1.105 -0.69
C 2.970 0.039 4.371 -0.06
H -3.305 8.122 -0.712 0.13
C -0.326 4.881 2.439 -0.06
H -1.716 4.025 -3.191 0.11
C 2.953 -1.516 1.756 -0.37
C 2.414 4.102 -3.900 -0.06
C 3.923 -1.826 0.804 -0.09
C -0.343 -3.060 1.475 -0.18
H -2.477 -2.124 4.547 0.11
C 2.536 -2.498 2.654 -0.12
H 0.824 4.685 -2.598 0.10
H -0.500 6.882 3.223 0.13
H -2.581 8.331 1.530 0.13
H 3.667 -0.316 6.385 0.13
C 4.672 1.345 1.550 -0.07
C 2.040 0.578 3.499 -0.27
C 5.254 2.936 -0.156 -0.05
C -2.805 1.079 -4.966 -0.07
C 1.335 3.853 -3.063 -0.07
H -4.926 0.766 -5.008 0.11
C 2.680 1.746 -4.260 -0.02
H 0.294 -3.340 0.639 0.10
O -1.731 -1.061 -1.168 -0.18
C 0.955 1.320 4.055 -0.14
C -2.344 -2.053 -1.680 -0.55
C 3.097 -3.764 2.612 -0.06
H 2.084 1.855 -0.572 0.04
H -1.717 8.607 -1.265 0.13
C -3.124 1.543 -2.251 -0.11
C 3.085 3.049 -4.503 -0.05
H -1.972 3.027 3.554 0.13
C 0.839 1.301 5.456 -0.08
C 2.893 0.132 5.776 0.02
H 3.720 3.371 -1.596 0.09
C -2.085 5.837 -2.162 0.01
C -1.105 3.788 -1.169 -0.27
H -0.385 -5.065 2.245 0.11
C 3.990 2.812 -0.710 -0.05
H -2.496 6.316 -3.040 0.13
H 5.233 -3.327 0.022 0.11
H -1.858 -0.392 2.920 0.08
C -0.521 3.995 1.399 -0.29
H -0.104 2.514 8.199 0.13
C -1.307 2.382 5.490 0.02
P 2.149 0.115 1.728 1.04
H -2.679 0.918 -6.029 0.11
C 0.907 2.548 -2.825 -0.32
N -2.567 -3.137 -0.945 0.24
C -1.880 -2.387 3.682 -0.07
H -2.218 -3.155 0.005 0.10
C -1.852 1.644 -2.822 -0.39
H 6.586 2.286 1.398 0.11
H 2.726 5.122 -4.082 0.12
C -0.751 -1.724 1.632 -0.32
H 1.308 -0.040 8.276 0.13
N 1.169 0.139 -3.187 -0.33
C -4.223 1.229 -3.030 -0.07
H -3.258 1.742 -1.192 0.12
C -1.934 6.492 -0.976 -0.14
H 1.771 -2.277 3.390 0.11
C 4.065 -4.066 1.664 -0.06
C -1.768 8.046 0.862 -0.08
H -5.206 1.175 -2.581 0.12
C 5.595 2.198 0.972 -0.05
C -0.713 -4.043 2.386 -0.09
C -0.077 2.063 3.410 -0.34
S 0.059 2.341 1.683 1.03
P -0.480 2.140 -1.710 1.08
H 2.775 -4.516 3.321 0.11
C 4.474 -3.097 0.759 -0.06
H 3.921 3.240 -5.161 0.12
H 5.980 3.599 -0.606 0.11
H -0.989 8.801 0.976 0.13
H 4.505 -5.054 1.635 0.11
H -3.047 -3.942 -1.307 0.14
C -1.525 -1.412 2.759 -0.12
H -0.731 1.517 -4.653 0.10
C -0.259 1.813 6.170 -0.12
H -2.189 2.751 5.995 0.13
C -2.239 7.915 -0.604 -0.08
Zr -0.226 -0.296 0.033 1.58
C -1.246 6.683 1.220 -0.13
S 2.143 -0.902 -2.296 0.90
C 3.393 1.223 1.006 -0.37
H -2.623 -1.110 -3.441 0.09
H 0.108 4.523 3.360 0.11
C -0.049 1.578 7.642 -0.08
C -0.988 4.442 0.109 -0.10
H -3.270 -2.717 -3.381 0.14
H 0.759 -0.303 -3.999 0.08
C 3.067 1.956 -0.127 -0.12
C -0.672 6.238 2.372 0.01
C -1.699 1.403 -4.182 -0.09
O 1.210 -1.188 -0.980 -0.85
C 1.347 0.912 7.747 -0.08
N -2.734 -1.985 -2.948 0.25
C -1.383 5.802 0.123 -0.07
H 4.261 -1.071 0.106 0.10
H 3.198 0.914 -4.722 0.12
C -1.644 4.509 -2.226 -0.09
H 4.957 0.762 2.416 0.11
C -1.187 2.518 4.100 -0.06
C -1.481 -3.704 3.491 -0.07
C 1.603 1.491 -3.423 -0.37
H -1.766 -4.465 4.206 0.11
C -4.066 0.997 -4.394 -0.08
H -0.835 0.932 8.037 0.13
H 2.053 1.545 8.288 0.13
C 1.793 0.729 6.320 -0.13
```